Entry 1:
The ion C3H8NO with charge +1 at a distorted geometry. Source: the OMol25 dataset; level of theory: the ωB97M-V functional and the def2-TZVPD basis.

Computed properties:
highest occupied orbital energy = -0.5568 Eh
HOMO-LUMO gap = 11.381 eV
net charge = +1
F_max = 0.043 Eh/bohr
calculated total energy = -248.81860 Ha
energy relative to the best compared isomer or geometry (same formula, charge and spin) = 45.40 kJ/mol
SMILES = C[NH2+]CC=O

```
13
Properties=species:S:1:pos:R:3:forces:R:3
C 1.653003 -0.902726 -1.132172 0.161 -0.245 -0.323
N 0.361154 -0.176820 -0.822336 1.191 -1.495 1.095
C -0.318230 -0.698877 0.421971 -0.375 1.462 -0.340
C -1.118572 0.474291 1.020998 -0.668 -0.874 0.903
O -0.912119 1.625178 0.796737 0.455 0.076 -0.570
H 2.425184 -0.246072 -1.526046 -0.392 0.349 -0.171
H 1.431426 -1.661698 -1.875496 0.150 -0.212 0.179
H 2.067107 -1.316523 -0.219414 -0.229 -0.221 0.033
H -0.317874 -0.361625 -1.543085 -0.007 0.716 -0.756
H 0.607227 0.798442 -0.706329 -0.705 0.707 -0.003
H 0.405712 -1.027563 1.161761 0.079 -0.173 -0.063
H -1.005974 -1.485104 0.126752 0.140 -0.260 0.136
H -1.910448 0.138936 1.725235 0.200 0.168 -0.118
```
Positions in Å, forces in eV/Å.



Entry 2:
A cluster of 5 separate species, C35H86BN4O20P4 in total at a distorted geometry. Source: the OMol25 dataset; level of theory: the ωB97M-V functional and the def2-TZVPD basis.

Computed properties:
highest occupied orbital energy = -0.4068 Eh
HOMO-LUMO gap = 8.034 eV
net charge = +1
F_max = 0.036 Eh/bohr
calculated total energy = -4499.47720 Ha

```
150
Properties=species:S:1:pos:R:3:forces:R:3
C 4.979140 1.324128 3.470446 -0.192 -0.766 -0.187
C 4.657062 0.850023 2.058926 0.390 0.254 -0.101
C 4.306548 1.982433 1.081603 -0.115 0.023 0.566
C 2.814148 2.286094 0.938741 0.772 0.044 -0.199
C 2.057985 1.405337 -0.056422 -0.946 0.221 0.612
C 1.546291 0.097375 0.599784 0.554 0.423 -0.501
C 2.082520 -1.237916 0.041887 -0.128 -0.082 -0.292
C 3.477145 -1.176139 -0.586974 0.038 0.037 -0.034
C 0.991945 -1.901980 -0.832230 0.939 0.149 0.335
C 1.468760 -2.964824 -1.813900 -1.551 -0.639 0.025
C 0.406179 -4.108092 -1.850826 1.096 -0.364 -0.188
C 0.907716 -5.334200 -1.082344 0.008 0.302 0.290
C 1.190170 -5.094630 0.386949 -0.089 0.116 0.257
O 0.008252 -4.997680 1.178816 -0.196 0.374 -0.084
N 0.102637 -0.916063 -1.481712 1.370 0.625 -0.206
C 0.717183 -0.130868 -2.580633 -0.756 -0.689 -0.846
C -0.534293 -0.191281 -0.531146 -0.704 0.620 0.655
N -1.773988 0.185962 -0.751353 -0.409 0.237 -0.126
C -2.477398 1.016772 0.249895 -0.228 0.550 -0.192
C -3.877215 1.464926 -0.136432 -0.587 -0.345 0.742
C -4.975622 0.386750 0.097029 -0.050 0.475 -1.107
C -5.746745 -0.011041 -1.194249 0.484 -0.398 0.383
C -5.803228 -1.531287 -1.360025 -1.104 -0.030 0.486
C -6.819510 -2.160222 -0.366191 0.928 -0.086 0.070
C -6.115413 -3.134539 0.582629 -0.244 -0.060 -0.081
O -6.790645 -3.308863 1.804867 0.049 -0.290 0.095
C -7.930099 -4.152824 1.706879 -0.057 0.475 -0.010
B -2.419839 -0.255071 -2.048324 0.312 -0.502 0.573
O -2.797846 0.647201 -2.955448 -0.242 0.093 -0.607
O -2.588452 -1.576940 -2.273983 -0.283 -0.241 0.570
N 0.061029 0.131690 0.670856 0.585 -1.741 0.192
N -0.345110 -0.786315 1.746055 -0.158 0.641 -0.291
H 5.914655 1.865215 3.504819 0.038 0.438 -0.014
H 5.132491 0.449119 4.084956 0.057 -0.132 0.292
H 4.172713 1.878919 3.940996 -0.047 0.321 -0.048
H 3.902889 0.065449 2.125998 -0.221 -0.018 -0.186
H 5.552370 0.361960 1.680131 0.130 -0.237 -0.036
H 4.786151 1.824792 0.118339 -0.150 -0.052 -0.310
H 4.766558 2.883289 1.477174 0.206 0.183 -0.021
H 2.368967 2.219812 1.929322 -0.279 -0.090 0.151
H 2.726658 3.332803 0.664568 -0.135 0.154 -0.281
H 2.610168 1.258035 -0.974728 0.307 -0.112 -0.049
H 1.167991 1.975789 -0.327441 -0.147 0.011 -0.244
H 1.861480 0.140166 1.627972 -0.090 0.043 0.394
H 2.173919 -1.902013 0.893857 -0.020 -0.111 0.260
H 4.054737 -0.314546 -0.278035 -0.007 0.169 0.189
H 3.465429 -1.175337 -1.670991 -0.082 0.047 -0.243
H 4.044563 -2.045760 -0.281054 0.162 -0.216 -0.022
H 0.357252 -2.425577 -0.124712 -0.277 -0.051 0.111
H 1.565986 -2.584023 -2.822009 0.286 0.323 -0.105
H 2.406397 -3.415045 -1.520093 0.350 0.239 0.126
H 0.297433 -4.430562 -2.882373 -0.464 0.063 -0.135
H -0.544868 -3.773844 -1.447066 -0.276 0.065 -0.175
H 0.205134 -6.160060 -1.153640 -0.100 -0.118 -0.112
H 1.850650 -5.641347 -1.530099 0.106 -0.196 -0.195
H 1.771989 -5.915116 0.790492 0.005 -0.269 0.076
H 1.799502 -4.204154 0.544846 0.179 0.150 -0.087
H -0.222003 -4.064844 1.285882 0.080 -0.359 0.050
H 1.780181 0.013851 -2.459200 0.156 0.130 0.312
H 0.200890 0.812455 -2.697161 0.006 0.304 0.164
H 0.566404 -0.666610 -3.512184 0.020 -0.111 -0.169
H -2.560430 0.453864 1.172683 0.036 -0.201 0.152
H -1.876891 1.888545 0.484045 0.399 0.084 -0.137
H -4.107971 2.272209 0.550759 0.154 0.278 0.102
H -3.945308 1.908491 -1.120761 0.181 -0.045 -0.302
H -4.527907 -0.498636 0.534577 0.073 -0.233 0.200
H -5.691087 0.780194 0.807839 -0.023 -0.061 0.307
H -6.753876 0.383229 -1.140493 -0.278 0.056 -0.080
H -5.289285 0.462413 -2.055423 0.187 0.078 -0.240
H -4.838744 -1.969287 -1.125014 0.325 -0.042 -0.332
H -6.101206 -1.817109 -2.362203 0.229 0.040 -0.315
H -7.251027 -1.372344 0.243235 -0.336 0.056 0.074
H -7.587299 -2.701763 -0.905613 -0.362 0.137 -0.023
H -5.125181 -2.752711 0.829481 0.123 0.117 0.170
H -5.976971 -4.099983 0.089312 0.125 -0.092 -0.078
H -8.830116 -3.539181 1.672012 -0.178 -0.017 -0.038
H -7.897760 -4.771714 0.815318 0.093 -0.178 -0.175
H -7.981185 -4.793747 2.577896 0.077 -0.083 0.212
H -3.269399 0.174843 -3.666308 0.153 0.426 0.108
H -2.503412 -2.067372 -1.439605 0.096 -0.102 -0.561
H -0.666903 -0.209959 2.517261 -0.154 -0.088 0.032
H -1.116431 -1.347967 1.400714 -0.146 0.008 0.284
C -2.777160 -8.805834 -2.351728 0.141 -0.197 -0.074
O -3.811157 -8.111702 -1.640126 -0.013 0.306 0.028
P -4.354674 -6.733832 -2.186286 0.048 -0.232 -0.002
O -5.334368 -6.087348 -1.320008 -0.129 -0.038 0.118
O -4.860375 -7.035637 -3.665569 0.146 0.105 0.067
C -5.986157 -7.913985 -3.817199 -0.163 -0.121 -0.071
O -3.031856 -5.903498 -2.461327 -0.010 -0.119 -0.242
C -3.187155 -4.607606 -3.046178 0.054 0.148 0.005
H -3.078800 -9.845214 -2.461033 -0.048 0.016 0.063
H -2.605294 -8.381189 -3.340018 -0.050 0.046 0.012
H -1.856798 -8.756725 -1.773306 -0.026 0.039 0.026
H -6.530090 -8.037188 -2.881061 0.014 0.059 0.016
H -5.633615 -8.884824 -4.163269 0.025 0.012 0.019
H -6.652695 -7.488133 -4.562478 0.038 0.052 0.000
H -4.154325 -4.497275 -3.535508 -0.020 0.005 0.029
H -2.401915 -4.464388 -3.785661 0.044 -0.068 0.039
H -3.088926 -3.854082 -2.268402 -0.106 -0.150 -0.049
C 8.472385 -0.437170 8.808232 0.178 -0.042 0.143
O 7.861592 0.015971 7.591505 -0.202 -0.084 -0.068
P 6.325995 0.386017 7.574482 0.091 -0.026 0.050
O 5.816860 0.747431 6.254282 0.174 0.042 0.114
O 6.158273 1.514551 8.687102 -0.059 -0.126 0.013
C 6.808103 2.772424 8.460412 0.058 0.164 0.008
O 5.645319 -0.860887 8.269676 0.037 0.184 0.131
C 4.230202 -0.817391 8.500540 -0.185 -0.093 0.028
H 9.393303 0.123256 8.955083 -0.004 0.015 -0.079
H 7.824650 -0.287005 9.670676 -0.048 0.021 -0.039
H 8.704993 -1.495553 8.713492 -0.039 -0.002 -0.032
H 7.100360 2.893227 7.417351 -0.051 -0.031 -0.018
H 7.691790 2.834420 9.094778 0.000 -0.026 -0.006
H 6.116989 3.566879 8.730341 -0.043 -0.041 0.010
H 3.847351 0.202004 8.469607 0.039 0.012 -0.016
H 4.038494 -1.236722 9.485225 0.068 -0.012 0.003
H 3.725088 -1.417884 7.746311 0.037 0.020 -0.036
C -2.988836 3.023279 -5.044817 0.113 -0.075 0.055
O -3.189216 4.424732 -5.236168 -0.073 0.021 -0.157
P -4.539925 4.942515 -5.885877 -0.032 -0.008 -0.144
O -4.583686 6.380322 -6.103114 0.120 0.127 0.188
O -5.691754 4.368695 -4.939177 0.073 -0.120 -0.085
C -5.755684 4.868755 -3.599292 -0.057 0.057 0.138
O -4.687948 4.028537 -7.166468 -0.106 -0.132 0.246
C -5.875032 4.172593 -7.964869 -0.121 0.006 -0.218
H -2.640854 2.863032 -4.028096 0.020 0.086 0.012
H -3.907579 2.455241 -5.197999 -0.028 0.055 -0.018
H -2.231013 2.673904 -5.745173 -0.027 0.023 -0.041
H -5.184686 5.790033 -3.484480 -0.021 0.020 -0.052
H -5.364354 4.111219 -2.918045 0.015 0.002 -0.020
H -6.797063 5.064593 -3.356533 -0.012 -0.010 -0.048
H -6.676939 4.658322 -7.410950 0.035 0.017 0.032
H -6.201213 3.178788 -8.261880 0.064 -0.024 0.038
H -5.641060 4.757964 -8.851023 0.036 0.037 0.037
C 7.906333 7.641543 -0.982326 0.125 0.124 -0.154
O 7.271608 6.472537 -0.443672 -0.049 -0.035 0.202
P 6.192601 6.622751 0.700551 0.155 0.088 0.001
O 5.693434 5.352467 1.216748 -0.096 -0.206 -0.166
O 5.073494 7.582014 0.089154 0.065 0.023 0.099
C 4.318172 7.095504 -1.025051 -0.105 -0.007 -0.112
O 6.901165 7.571715 1.745130 -0.166 0.102 -0.169
C 6.153040 7.992609 2.896356 -0.009 0.068 0.223
H 7.867641 7.579528 -2.067963 -0.011 -0.079 0.012
H 7.413379 8.558074 -0.661661 -0.039 -0.035 0.039
H 8.944508 7.660012 -0.658496 -0.016 -0.026 0.042
H 4.411502 6.014582 -1.134284 0.007 -0.006 0.055
H 4.670293 7.583341 -1.933629 0.017 -0.008 0.008
H 3.272627 7.348587 -0.865636 0.014 0.024 0.047
H 5.080695 7.875192 2.745774 0.011 -0.025 -0.038
H 6.372300 9.042887 3.071827 0.046 -0.006 -0.059
H 6.464302 7.407620 3.759201 0.003 -0.049 -0.038
```
Positions in Å, forces in eV/Å.